{"formula": "C30H50BrN3OP2Pd", "method": "wB97M-V/def2-TZVPD", "species": ["C", "C", "C", "C", "N", "C", "C", "C", "C", "C", "C", "C", "C", "C", "Pd", "P", "H", "H", "H", "H", "H", "H", "H", "H", "C", "C", "H", "H", "H", "H", "H", "C", "C", "H", "H", "H", "H", "H", "C", "C", "H", "H", "H", "H", "H", "Br", "P", "C", "C", "H", "H", "H", "H", "H", "C", "C", "H", "H", "H", "H", "H", "C", "C", "H", "H", "H", "H", "H", "C", "N", "C", "C", "O", "N", "C", "C", "H", "H", "H", "H", "H", "H", "H", "H", "H", "H", "H", "H"], "coordinates": [[4.44, -3.85, -1.29], [3.97, -3.38, -2.54], [4.58, -3.90, -3.69], [5.63, -4.83, -3.53], [6.03, -5.29, -2.34], [5.47, -4.80, -1.25], [2.97, -2.31, -2.58], [2.39, -1.55, -1.66], [2.57, -0.74, -0.50], [1.47, -0.54, 0.36], [1.47, 0.58, 1.18], [2.49, 1.55, 1.01], [3.63, 1.31, 0.22], [3.67, 0.16, -0.55], [1.55, -1.27, -3.38], [-2.15, -1.09, 0.16], [4.25, -3.65, -4.70], [3.96, -3.55, -0.37], [6.15, -5.26, -4.37], [5.82, -5.19, -0.29], [4.45, 0.03, -1.30], [0.60, -1.22, 0.35], [4.46, 2.03, 0.19], [0.66, 0.76, 1.88], [-3.54, 0.15, 0.26], [-4.71, 0.01, -0.71], [-3.03, 1.11, 0.10], [-3.88, 0.14, 1.31], [-5.51, 0.70, -0.40], [-4.43, 0.28, -1.73], [-5.14, -1.00, -0.71], [-2.30, -1.88, -1.53], [-1.86, -3.34, -1.61], [-1.63, -1.28, -2.17], [-3.32, -1.73, -1.90], [-1.58, -3.56, -2.64], [-0.97, -3.54, -0.99], [-2.66, -4.04, -1.32], [-2.81, -2.44, 1.26], [-4.22, -2.92, 0.95], [-2.73, -2.05, 2.29], [-2.09, -3.27, 1.18], [-4.47, -3.77, 1.60], [-4.97, -2.14, 1.14], [-4.33, -3.26, -0.09], [2.25, 3.20, 1.80], [0.93, 1.48, -3.56], [-0.63, 0.53, -3.39], [-1.77, 1.43, -3.90], [-0.69, 0.30, -2.32], [-0.54, -0.39, -4.01], [-2.74, 0.94, -3.87], [-1.87, 2.34, -3.30], [-1.59, 1.72, -4.94], [0.57, 2.74, -2.25], [0.98, 4.14, -2.72], [1.12, 2.45, -1.34], [-0.50, 2.75, -1.96], [0.87, 4.89, -1.93], [2.01, 4.16, -3.09], [0.34, 4.47, -3.55], [2.77, 1.43, -3.37], [3.42, 0.93, -4.66], [2.89, 0.71, -2.53], [3.17, 2.42, -3.09], [4.40, 0.48, -4.48], [2.79, 0.18, -5.14], [3.59, 1.74, -5.37], [-2.52, -0.37, 4.84], [-2.16, 0.90, 5.42], [-2.13, 0.95, 6.88], [-1.25, 1.64, 4.68], [-0.74, 1.22, 3.63], [-0.98, 2.90, 5.23], [-2.08, 3.71, 5.73], [0.06, 3.67, 4.58], [-3.31, -0.82, 5.46], [-1.66, -1.06, 4.79], [-2.90, -0.21, 3.82], [-1.47, 1.76, 7.20], [-3.14, 1.12, 7.27], [-1.77, -0.01, 7.29], [-1.75, 4.26, 6.62], [-2.42, 4.45, 4.98], [-2.91, 3.05, 6.00], [0.91, 3.03, 4.34], [-0.30, 4.15, 3.65], [0.39, 4.46, 5.26]], "total_charge": 2, "de_lowest_kj_mol": 377.8, "energy_ev": -130517.6637, "e_lumo_ev": [-6.169, -9.430], "spin_multiplicity": 3, "gap_ev": [6.74, 3.47], "s2": 2.00}